No. 1
This record from the Open Molecules 2025 dataset describes one molecule with the formula C13H7BrF2N2O3 at a distorted geometry. The level of theory is ωB97M-V/def2-TZVPD.

The charge is 0. The spin multiplicity is 1. The HOMO energy is -8.929 eV. Its SMILES is Fc1ccc(OCc2nc(-c3ccc(Br)o3)no2)c(F)c1. The value obtained for the relative energy (zero: lowest compared OMol25 entry of this formula, charge and spin) is 128.6 kJ/mol. For the total energy, the calculation gives -3608.4314 Eh.

Last column: natural (NBO) charge in e.
Element x y z (Å)
F 5.327 -2.439 -1.637  -0.33
C 4.425 -1.773 -0.880  0.39
C 4.319 -2.110 0.440  -0.28
C 3.355 -1.595 1.226  -0.22
C 2.581 -0.484 0.706  0.20
O 1.717 0.252 1.462  -0.49
C 0.602 -0.335 2.095  -0.13
C -0.548 -0.289 1.121  0.52
N -1.638 0.375 1.321  -0.47
C -2.180 0.403 0.072  0.29
C -3.356 1.289 -0.415  0.23
C -4.077 1.018 -1.537  -0.24
C -5.348 1.787 -1.527  -0.32
C -5.205 2.542 -0.390  0.20
Br -6.383 3.944 0.179  0.10
O -4.006 2.244 0.297  -0.41
N -1.551 -0.345 -0.819  -0.14
O -0.373 -0.863 -0.126  -0.29
C 2.828 -0.053 -0.598  0.38
F 2.272 1.106 -1.080  -0.32
C 3.725 -0.726 -1.514  -0.31
H 4.952 -2.904 0.825  0.23
H 3.351 -1.671 2.240  0.22
H 0.806 -1.306 2.549  0.20
H 0.400 0.257 3.040  0.23
H -3.801 0.295 -2.219  0.23
H -6.071 1.895 -2.275  0.24
H 3.880 -0.515 -2.558  0.25


No. 2
This record from the Open Molecules 2025 dataset describes a 2-piece molecular cluster, C6H13NO2 overall at a distorted geometry. The level of theory is ωB97M-V/def2-TZVPD.

The charge is 0. The spin multiplicity is 1. The HOMO energy is -9.651 eV. Its SMILES is CC(C)(O)CO.C=C=N. The value obtained for the relative energy (zero: lowest compared OMol25 entry of this formula, charge and spin) is 236.4 kJ/mol. For the total energy, the calculation gives -441.5900 Eh.

Last column: natural (NBO) charge in e.
Element x y z (Å)
C -1.210 0.300 -0.794  -0.65
C -0.708 -0.004 0.620  0.22
C 0.377 -1.097 0.599  -0.64
O -0.211 1.165 1.248  -0.73
C -1.892 -0.478 1.483  -0.07
O -2.440 -1.689 1.028  -0.72
H -1.911 -0.475 -1.097  0.23
H -0.391 0.333 -1.506  0.22
H -1.729 1.259 -0.795  0.21
H 0.033 -1.965 0.039  0.21
H 0.612 -1.394 1.618  0.21
H 1.278 -0.732 0.136  0.21
H 0.519 1.495 0.706  0.47
H -1.563 -0.553 2.528  0.16
H -2.694 0.261 1.429  0.18
H -1.780 -2.384 1.140  0.46
C 2.417 1.663 -0.698  -0.70
C 2.184 0.753 -1.589  0.45
N 1.769 -0.148 -2.286  -0.64
H 3.045 1.464 0.151  0.26
H 2.059 2.672 -0.831  0.25
H 2.236 -0.448 -3.129  0.39


No. 3
This record from the Open Molecules 2025 dataset describes CsH4O2 as an isolated structure at a distorted geometry. The level of theory is ωB97M-V/def2-TZVPD.

The charge is +2. The spin multiplicity is 2. The HOMO energy (spin up / spin down) is -22.963 / -19.669 eV. The value obtained for the relative energy (zero: lowest compared OMol25 entry of this formula, charge and spin) is 0.0 kJ/mol. As for the expectation value of S²: 0.7588. For the total energy, the calculation gives -172.2166 Eh.

Last column: Mulliken spin population.
Element x y z (Å)
Cs 15.281 -12.770 -18.551  0.02
O 12.829 -10.631 -18.468  0.67
H 12.885 -10.035 -17.721  -0.02
H 12.650 -11.487 -18.079  -0.02
O 16.904 -15.042 -19.434  0.36
H 17.606 -15.315 -18.842  -0.01
H 16.468 -15.858 -19.680  -0.01


No. 4
This record from the Open Molecules 2025 dataset describes C46H106Br2O16S9Si as an isolated structure at a distorted geometry. The level of theory is ωB97M-V/def2-TZVPD.

The charge is 0. The spin multiplicity is 1. The HOMO energy is -8.106 eV. For the total energy, the calculation gives -12040.8681 Eh.

Last column: Mulliken charge in e.
Element x y z (Å)
C -5.034 -0.886 -3.528  -1.11
C -5.228 0.517 -2.960  -0.20
O -3.982 1.134 -2.741  -0.39
C -3.435 1.744 -3.870  -0.71
C -2.073 1.175 -4.272  -1.43
C -1.438 0.360 -3.201  -0.61
C -1.178 1.173 -1.926  -1.43
C 0.308 1.233 -1.583  -1.49
C 0.866 0.158 -0.638  1.67
C 1.707 -0.803 -1.453  -2.70
O 3.093 -0.645 -1.145  0.44
C 3.893 -0.748 -2.189  0.65
C 3.780 -1.947 -3.026  -1.31
O 4.618 0.060 -2.422  -0.51
O 1.613 0.940 0.283  -0.31
C 1.640 0.501 1.598  -0.02
O 2.775 -0.376 1.594  0.31
C 4.102 0.072 1.787  -1.72
C 4.614 1.188 0.949  -0.73
O 4.480 2.459 1.540  -0.47
C 4.810 3.438 0.616  -0.31
C 3.699 3.742 -0.371  -1.33
C 1.680 1.667 2.492  -0.27
Br 2.752 1.588 4.064  -0.08
C 1.022 2.701 2.328  0.66
C 0.071 2.953 1.266  -1.45
Br 1.108 4.161 3.507  -0.18
C 0.503 -0.582 1.732  1.55
O -0.729 -0.466 2.492  -0.21
C -0.954 0.086 3.765  -0.05
C -0.265 -0.519 4.929  -1.05
Si 1.168 -2.376 2.107  1.56
C -0.322 -3.484 2.436  -1.69
C 2.232 -2.499 3.654  -1.67
C 2.103 -3.199 0.703  -1.48
C -0.088 -0.503 0.301  -1.19
C -0.926 -1.621 -0.254  -0.50
C -2.286 -1.744 0.363  -2.25
H -5.366 -1.597 -2.812  0.30
H -5.530 -0.989 -4.467  0.29
H -3.999 -1.068 -3.691  0.37
H -5.715 0.398 -2.031  0.12
H -5.879 1.094 -3.588  0.45
H -4.096 1.584 -4.691  0.52
H -3.354 2.803 -3.763  0.46
H -2.230 0.533 -5.103  0.49
H -1.445 1.980 -4.561  0.36
H -2.051 -0.458 -2.927  0.02
H -0.533 -0.052 -3.575  0.62
H -1.794 0.794 -1.145  0.18
H -1.487 2.175 -2.098  1.18
H 0.827 1.275 -2.503  0.80
H 0.500 2.165 -1.138  0.36
H 1.377 -1.802 -1.324  0.22
H 1.589 -0.614 -2.487  1.28
H 3.376 -2.770 -2.480  0.21
H 4.688 -2.179 -3.503  0.46
H 3.070 -1.719 -3.790  0.35
H 4.719 -0.750 1.524  0.91
H 4.388 0.252 2.792  0.42
H 5.656 0.999 0.821  0.23
H 4.186 1.111 -0.028  0.59
H 5.676 3.156 0.055  0.26
H 5.063 4.344 1.110  0.51
H 3.549 4.783 -0.525  0.45
H 3.967 3.330 -1.315  0.34
H 2.813 3.235 -0.101  0.23
H -0.306 2.091 0.797  -0.04
H -0.713 3.578 1.598  0.83
H 0.567 3.518 0.511  0.28
H -0.824 1.142 3.804  0.01
H -1.986 -0.026 3.973  0.63
H -0.569 -1.533 5.056  0.24
H 0.797 -0.532 4.888  0.08
H -0.530 -0.035 5.825  0.31
H 0.030 -4.300 3.029  0.52
H -0.684 -3.911 1.531  0.37
H -1.080 -2.999 3.002  0.33
H 2.842 -3.367 3.536  0.52
H 1.641 -2.672 4.521  0.35
H 2.903 -1.689 3.773  0.27
H 1.509 -3.568 -0.104  0.30
H 2.583 -4.055 1.123  0.77
H 2.893 -2.612 0.312  0.23
H -0.835 0.239 0.475  0.55
H -1.141 -1.339 -1.258  0.56
H -0.453 -2.575 -0.344  0.54
H -2.770 -0.807 0.199  0.39
H -2.256 -1.874 1.414  0.29
H -2.863 -2.479 -0.145  0.62
C 4.811 -2.111 -7.021  -1.01
S 3.112 -2.553 -7.404  0.57
O 2.310 -2.317 -6.170  -0.62
C 3.404 -4.323 -7.511  -1.02
H 4.853 -1.035 -6.870  0.33
H 5.130 -2.622 -6.111  0.30
H 5.452 -2.389 -7.857  0.40
H 3.815 -4.687 -6.569  0.33
H 4.094 -4.525 -8.330  0.37
H 2.452 -4.809 -7.708  0.32
C 9.854 0.261 1.484  -0.91
S 8.151 -0.154 1.130  0.60
O 7.374 0.078 2.376  -0.61
C 8.419 -1.924 0.996  -0.85
H 9.915 1.337 1.645  0.39
H 10.184 -0.264 2.376  0.16
H 10.480 -0.014 0.636  0.37
H 8.846 -2.300 1.925  0.12
H 9.091 -2.126 0.163  0.38
H 7.456 -2.397 0.812  0.35
C -10.335 0.288 -0.824  -1.07
S -8.734 0.571 -1.577  0.86
O -7.745 -0.270 -0.843  -0.73
C -8.551 2.252 -0.982  -0.90
H -10.637 -0.736 -1.037  0.35
H -10.263 0.435 0.253  0.32
H -11.062 0.978 -1.254  0.36
H -8.603 2.261 0.107  0.25
H -9.341 2.871 -1.407  0.34
H -7.581 2.620 -1.311  0.28
C 0.801 3.663 7.315  -0.44
S 2.256 3.380 8.321  0.57
O 1.795 2.864 9.636  -0.67
C 2.667 5.112 8.552  -0.90
H 0.349 2.699 7.078  0.10
H 0.084 4.277 7.860  0.41
H 1.111 4.155 6.399  0.00
H 1.829 5.628 9.022  0.28
H 2.895 5.559 7.585  0.31
H 3.541 5.170 9.196  0.32
C 2.444 0.396 -11.621  -0.95
S 1.881 -1.221 -11.080  0.50
O 2.970 -1.814 -10.269  -0.53
C 1.942 -1.992 -12.701  -0.97
H 2.518 1.036 -10.746  0.31
H 3.422 0.304 -12.093  0.31
H 1.722 0.815 -12.320  0.36
H 2.953 -1.924 -13.102  0.30
H 1.236 -1.496 -13.366  0.37
H 1.663 -3.036 -12.587  0.31
C 10.889 -2.647 5.014  -0.95
S 12.204 -2.255 3.859  0.40
O 11.561 -1.667 2.652  -0.54
C 12.623 -3.954 3.460  -0.96
H 10.454 -1.712 5.360  0.33
H 10.126 -3.243 4.515  0.29
H 11.304 -3.192 5.862  0.40
H 11.746 -4.465 3.064  0.30
H 12.983 -4.458 4.357  0.38
H 13.409 -3.940 2.710  0.32
C -2.572 0.137 9.289  -1.02
S -2.749 -0.602 7.669  0.65
O -2.756 0.505 6.677  -0.59
C -4.455 -1.118 7.886  -1.03
H -1.576 0.569 9.363  0.31
H -3.320 0.919 9.417  0.31
H -2.691 -0.633 10.051  0.38
H -5.074 -0.249 8.109  0.31
H -4.512 -1.843 8.697  0.38
H -4.790 -1.579 6.961  0.34
C -10.529 -1.490 -4.725  -0.94
S -9.669 -0.001 -5.238  0.64
O -10.206 1.119 -4.429  -0.62
C -10.435 0.116 -6.859  -1.04
H -10.220 -1.722 -3.708  0.24
H -11.605 -1.322 -4.755  0.34
H -10.254 -2.313 -5.386  0.40
H -11.518 0.179 -6.750  0.33
H -10.164 -0.758 -7.451  0.37
H -10.063 1.014 -7.343  0.31
C -9.286 2.212 4.729  -0.96
S -10.432 2.696 3.436  0.40
O -10.022 1.984 2.202  -0.51
C -9.847 4.387 3.289  -0.95
H -9.452 1.160 4.949  0.31
H -8.262 2.357 4.385  0.30
H -9.476 2.806 5.622  0.39
H -8.786 4.388 3.042  0.30
H -10.019 4.912 4.228  0.38
H -10.409 4.870 2.494  0.31


No. 5
This record from the Open Molecules 2025 dataset describes a 2-piece molecular cluster, C7H23INO2P overall. The level of theory is ωB97M-V/def2-TZVPD.

The charge is 0. The spin multiplicity is 1. The HOMO energy is -6.534 eV. For the total energy, the calculation gives -1124.5893 Eh.

Last column: natural (NBO) charge in e.
Element x y z (Å)
C 0.150 -3.474 1.153  -0.66
C -0.022 -1.980 0.952  -0.18
I 0.681 -0.989 2.838  -0.06
C -1.369 -1.423 0.494  -0.81
P -2.897 -2.636 0.103  0.86
O -3.977 -1.457 0.810  -1.06
H 1.052 -3.706 1.718  0.21
H 0.229 -3.946 0.171  0.23
H -0.713 -3.896 1.665  0.24
H 0.764 -1.669 0.250  0.16
H -1.209 -0.896 -0.460  0.16
H -1.767 -0.693 1.199  0.22
H -2.677 -3.247 1.425  -0.20
H -3.977 -3.552 -0.195  -0.14
H -3.071 -1.913 -1.149  -0.17
H -1.941 -3.545 -0.517  -0.17
H -4.093 -1.691 1.737  0.45
C 2.442 0.986 -0.666  -0.64
C 0.998 1.300 -1.015  -0.07
C 0.767 2.693 -1.597  -0.08
O 0.903 3.679 -0.597  -0.56
C 2.114 4.426 -0.592  -0.25
N 0.180 1.223 0.236  -0.74
H 2.800 1.620 0.147  0.22
H 2.552 -0.052 -0.353  0.24
H 3.075 1.149 -1.536  0.24
H 0.594 0.545 -1.692  0.23
H -0.249 2.764 -1.993  0.20
H 1.465 2.863 -2.420  0.20
H 2.465 4.593 -1.613  0.18
H 2.899 3.927 -0.019  0.17
H 1.892 5.386 -0.133  0.21
H 0.429 0.396 0.814  0.47
H -0.824 1.143 0.052  0.46
H 0.337 2.073 0.784  0.44


No. 6
This record from the Open Molecules 2025 dataset describes C32H26InN9OS2Se as an isolated structure at a distorted geometry. The level of theory is ωB97M-V/def2-TZVPD.

The charge is +2. The spin multiplicity is 1. The HOMO energy is -13.105 eV. The value obtained for the relative energy (zero: lowest compared OMol25 entry of this formula, charge and spin) is 45.5 kJ/mol. For the total energy, the calculation gives -5190.6481 Eh.

Last column: Mulliken charge in e.
Element x y z (Å)
In -0.268 0.162 -0.263  1.24
N 2.503 3.349 0.054  -0.43
C 1.447 2.583 0.334  0.67
S 0.125 2.625 -0.819  -0.53
N 1.428 1.915 1.450  -1.35
N 0.393 1.121 1.647  0.66
C -0.187 0.866 2.772  0.19
C 0.379 1.171 4.087  0.68
C -0.387 1.668 5.146  -0.15
C 0.179 1.832 6.397  -0.93
C 1.512 1.513 6.612  -0.48
C 2.285 1.041 5.560  -0.81
C 1.728 0.877 4.306  -0.42
C -1.510 0.235 2.637  0.58
C -2.191 -0.319 3.721  -0.53
C -3.460 -0.833 3.525  -0.83
C -4.024 -0.771 2.259  -0.78
C -3.277 -0.211 1.235  -0.46
N -2.056 0.264 1.413  -0.33
H 2.432 4.056 -0.661  0.23
H 3.223 3.440 0.757  0.25
H -1.414 1.957 4.977  0.65
H -0.426 2.208 7.209  0.43
H 1.948 1.641 7.592  0.42
H 3.323 0.791 5.716  0.43
H 2.329 0.488 3.496  0.43
H -1.720 -0.360 4.691  0.70
H -4.005 -1.269 4.348  0.50
H -5.016 -1.151 2.076  0.49
H -3.672 -0.127 0.229  0.58
N -2.324 -3.629 -0.309  0.06
C -1.920 -3.886 0.977  0.29
C -2.292 -4.865 1.887  -1.07
C -1.754 -4.768 3.152  -0.61
C -0.861 -3.746 3.492  -0.92
C -0.470 -2.784 2.584  -0.45
C -1.034 -2.838 1.311  0.43
N -0.948 -1.987 0.235  0.35
C -1.737 -2.478 -0.700  0.45
C -2.059 -1.784 -1.920  -0.44
C -2.670 -2.283 -3.042  -0.42
S -2.955 -1.037 -4.176  -0.09
C -2.257 0.080 -3.084  -0.42
N -1.838 -0.439 -1.970  0.13
H -2.954 -4.197 -0.851  0.25
H -2.972 -5.656 1.615  0.47
H -2.041 -5.485 3.905  0.44
H -0.467 -3.717 4.497  0.50
H 0.225 -2.005 2.855  0.53
H -2.941 -3.295 -3.269  0.44
H -2.207 1.131 -3.306  0.46
C 3.818 -0.354 -4.643  -0.97
N 2.702 0.534 -4.475  0.29
C 1.775 0.505 -3.508  -0.22
Se 1.661 -0.717 -2.082  -0.04
N 0.883 1.491 -3.720  0.72
C 1.257 2.207 -4.835  0.69
C 0.692 3.310 -5.453  -0.72
C 1.342 3.786 -6.575  -0.61
C 2.507 3.185 -7.057  -0.63
C 3.067 2.075 -6.452  -0.69
C 2.418 1.588 -5.327  0.40
H 3.922 -0.984 -3.760  0.30
H 4.731 0.228 -4.777  0.35
H 3.662 -0.990 -5.516  0.35
H 0.208 1.796 -3.025  -0.35
H -0.203 3.769 -5.066  0.45
H 0.947 4.646 -7.096  0.42
H 2.988 3.607 -7.924  0.41
H 3.965 1.624 -6.841  0.45
O 2.573 -0.931 1.250  -0.18
C 1.937 -1.467 0.493  0.10